No. 1
This record from OMol25 describes a molecular structure, C20H54FO9PSi2 at a distorted geometry. The level of theory is wB97M-V/def2-TZVPD.

Cartesian coordinates (Å):
1 C 4.2734 -2.1279 2.5763
2 C 3.5871 -0.9764 1.5786
3 O 3.5676 -1.1965 0.2353
4 O 3.0394 0.2996 2.0718
5 C 1.9101 0.7646 1.2184
6 C 1.1513 1.9691 2.0439
7 C -0.3892 1.6274 2.4909
8 C -0.5407 1.2112 4.0955
9 C -1.9545 0.4467 4.4171
10 Si -1.9522 -1.4518 4.0989
11 C -0.6789 -2.0572 2.7835
12 C 0.5855 -2.8738 3.5124
13 F 0.9815 -4.0898 2.7463
14 O -3.6375 -1.8987 3.7284
15 Si -3.7972 -3.6323 3.4844
16 P -4.3835 -4.0120 1.3974
17 C -3.5735 -2.7582 0.1895
18 O -6.1148 -3.6184 1.3376
19 H 3.9547 -3.1837 2.1199
20 H 5.4356 -1.9875 2.6462
21 H 3.7729 -2.0966 3.6579
22 H 1.2074 -0.1133 0.8855
23 H 2.3780 1.2210 0.2205
24 H 1.0969 2.8964 1.3089
25 H 1.8042 2.1922 3.0092
26 H -0.9435 0.8491 1.8151
27 H -1.0010 2.6465 2.3830
28 H 0.4202 0.6719 4.5032
29 H -0.5898 2.2543 4.6743
30 H -2.2132 0.6109 5.5677
31 H -2.8770 0.8991 3.8167
32 H -1.5841 -2.1236 5.3675
33 H -0.1675 -1.1452 2.2303
34 H -1.1767 -2.7098 1.9167
35 H 1.5691 -2.2001 3.5686
36 H 0.2779 -3.0864 4.6220
37 H -4.8467 -4.1897 4.3628
38 H -2.5634 -4.3649 3.7697
39 H -4.2151 -2.7940 -0.8058
40 H -3.5909 -1.6437 0.5643
41 H -2.4746 -3.0799 -0.0852
42 H -6.2029 -3.1341 0.4480
43 C -2.4361 1.9288 -1.6753
44 C -1.9011 3.0439 -0.8010
45 O -0.4865 2.9564 -0.7148
46 H -2.1537 0.9521 -1.2688
47 H -3.5261 1.9792 -1.7484
48 H -2.0119 1.9890 -2.6829
49 H -2.3103 2.9671 0.2107
50 H -2.1682 4.0240 -1.2078
51 H -0.1323 3.0341 -1.6173
52 C -7.7631 0.3088 -0.6478
53 C -6.7610 -0.7999 -0.4013
54 O -5.4579 -0.3645 -0.7600
55 H -7.7540 0.6086 -1.7008
56 H -8.7738 -0.0124 -0.3806
57 H -7.5090 1.1980 -0.0615
58 H -7.0059 -1.6785 -1.0056
59 H -6.7548 -1.0963 0.6520
60 H -5.2467 0.4108 -0.2120
61 C 1.2247 0.0870 -3.4434
62 C 2.1981 1.2278 -3.2305
63 O 2.3776 1.4594 -1.8411
64 H 0.2581 0.3149 -2.9822
65 H 1.0717 -0.1014 -4.5097
66 H 1.5938 -0.8301 -2.9726
67 H 1.8152 2.1472 -3.6833
68 H 3.1711 1.0021 -3.6776
69 H 2.7257 0.6398 -1.4498
70 C 2.6293 1.9172 -8.2441
71 C 2.7097 1.3213 -6.8539
72 O 1.4471 1.4175 -6.2113
73 H 2.3221 2.9671 -8.1955
74 H 3.5961 1.8552 -8.7515
75 H 1.8802 1.3939 -8.8472
76 H 3.4433 1.8611 -6.2478
77 H 3.0037 0.2681 -6.8948
78 H 0.8044 0.9280 -6.7529
79 C 7.4918 0.0347 0.4598
80 C 6.8766 1.4037 0.6642
81 O 5.7767 1.5776 -0.2167
82 H 7.8289 -0.0849 -0.5750
83 H 8.3443 -0.1136 1.1285
84 H 6.7549 -0.7531 0.6476
85 H 7.6098 2.1881 0.4542
86 H 6.5252 1.5263 1.6933
87 H 5.1277 0.8814 -0.0165

## Properties
LUMO   0.43 eV
Max |F|   8.22 eV/A

No. 2
This record from OMol25 describes 9 unconnected molecules or ions with the total composition C20H56B5F20N4O4 at a distorted geometry. The level of theory is wB97M-V/def2-TZVPD.

Cartesian coordinates (Å):
1 C 4.9879 -0.4884 -5.2729
2 N 5.3705 1.0057 -5.2788
3 C 4.1550 1.7326 -4.6401
4 C 6.6907 1.2031 -4.4131
5 C 5.5973 1.6539 -6.7200
6 C 4.7266 1.2547 -7.9685
7 O 3.2951 1.4343 -7.7827
8 H 4.9525 -0.7932 -4.2270
9 H 5.8002 -0.8725 -5.8899
10 H 4.1049 -0.7406 -5.8602
11 H 3.9260 1.3760 -3.6359
12 H 3.2376 1.4497 -5.1563
13 H 4.4264 2.7880 -4.6656
14 H 7.4603 0.5194 -4.7713
15 H 6.5727 1.0791 -3.3367
16 H 7.0315 2.2276 -4.5625
17 H 6.5989 1.2648 -6.9030
18 H 5.8176 2.6910 -6.4671
19 H 4.8826 0.2547 -8.3734
20 H 4.9839 1.8527 -8.8428
21 H 3.0926 2.3594 -7.9403
22 C 1.0369 0.6717 0.2003
23 N 0.3341 0.4806 -1.1927
24 C 1.3945 0.1800 -2.3175
25 C -0.5375 -0.8168 -0.9505
26 C -0.5188 1.7639 -1.5670
27 C -1.8080 2.0897 -0.7712
28 O -2.9092 1.1783 -0.9573
29 H 0.3324 0.7914 1.0234
30 H 1.6952 1.5234 0.0289
31 H 1.6559 -0.2167 0.3258
32 H 1.6823 1.1939 -2.5957
33 H 0.9141 -0.4506 -3.0656
34 H 2.1784 -0.2960 -1.7285
35 H -1.0213 -1.1853 -1.8551
36 H -1.2700 -0.7263 -0.1484
37 H 0.1173 -1.6242 -0.6226
38 H -0.4508 1.8803 -2.6487
39 H 0.2703 2.4867 -1.3597
40 H -2.2142 3.0556 -1.0714
41 H -1.5798 2.1798 0.2908
42 H -3.3661 1.3525 -1.7834
43 C -5.3557 0.2696 1.3109
44 N -5.4013 0.1462 2.8241
45 C -4.2173 0.6442 3.6059
46 C -6.5736 1.0741 3.2151
47 C -5.8882 -1.2505 3.4898
48 C -4.7140 -2.2130 3.6358
49 O -4.0588 -2.6475 2.3909
50 H -4.7319 -0.5563 0.9692
51 H -5.1499 1.2902 0.9882
52 H -6.3865 0.0681 1.0195
53 H -3.4395 0.1914 2.9909
54 H -4.3744 0.4808 4.6721
55 H -4.1688 1.6935 3.3150
56 H -6.8332 1.0439 4.2733
57 H -7.4535 0.9105 2.5929
58 H -6.2695 2.1036 3.0260
59 H -6.7908 -1.4681 2.9188
60 H -6.1305 -1.0208 4.5274
61 H -5.1239 -3.0990 4.1206
62 H -3.9757 -1.8591 4.3554
63 H -4.6560 -2.9398 1.6984
64 C -0.1003 -4.0490 6.0323
65 N -0.3715 -2.5506 5.6935
66 C -1.5467 -2.2225 6.6009
67 C 0.7805 -1.6036 6.2820
68 C -0.6218 -2.3269 4.2062
69 C 0.5411 -2.5704 3.1912
70 O 1.6716 -1.8072 3.3430
71 H 0.3799 -4.0005 7.0096
72 H 0.5008 -4.4401 5.2114
73 H -1.0910 -4.5031 6.0498
74 H -1.9591 -1.2136 6.5860
75 H -1.3420 -2.6682 7.5743
76 H -2.3538 -2.8178 6.1739
77 H 0.4839 -0.5828 6.0409
78 H 1.6968 -1.8039 5.7267
79 H 0.7964 -1.8369 7.3466
80 H -0.7502 -1.2489 4.3033
81 H -1.5019 -2.8721 3.8652
82 H 0.1341 -2.5057 2.1821
83 H 0.8397 -3.6182 3.2231
84 H 2.2870 -1.8818 2.6100
85 B -0.6600 2.4409 3.5309
86 F -0.8733 3.3052 4.6027
87 F 0.6276 2.5470 3.0098
88 F -0.7039 1.2110 4.0993
89 F -1.6580 2.5357 2.5812
90 B 3.9525 -2.3010 0.3087
91 F 4.1882 -2.2585 -1.0379
92 F 4.7939 -3.2732 0.7636
93 F 4.1605 -1.1662 0.9702
94 F 2.7337 -2.8356 0.5516
95 B 3.9717 3.2508 -1.3718
96 F 5.0272 2.8410 -2.0844
97 F 2.7799 3.2706 -2.1297
98 F 3.8557 2.2481 -0.3883
99 F 4.1229 4.4826 -0.8159
100 B -0.6672 -2.1540 -5.0279
101 F -1.7001 -1.3337 -4.3887
102 F -1.2989 -3.0355 -5.8820
103 F 0.1245 -1.3039 -5.7938
104 F 0.0623 -2.8339 -4.1647
105 B -4.6520 3.1579 -2.6341
106 F -4.2301 1.9260 -3.0965
107 F -3.9052 4.2060 -3.1690
108 F -5.9193 3.3362 -2.9079
109 F -4.5600 3.2339 -1.2423

## Properties
LUMO   0.30 eV
Charge   -1
Max |F|   4.73 eV/A

No. 3
This record from OMol25 describes 7 unconnected molecules or ions with the total composition C20H56N2O7 at a distorted geometry. The level of theory is wB97M-V/def2-TZVPD.

Cartesian coordinates (Å):
1 C 2.2955 0.0302 -2.1454
2 C 2.7781 1.4502 -1.9886
3 C 2.8959 1.8453 -0.5102
4 O 4.1139 1.5594 -2.5347
5 H 3.0393 -0.6838 -1.7762
6 H 2.0506 -0.2515 -3.1702
7 H 1.3838 -0.1094 -1.5539
8 H 2.0895 2.0896 -2.5438
9 H 1.9831 1.5740 0.0366
10 H 2.9998 2.9135 -0.3197
11 H 3.7520 1.3282 -0.0792
12 H 4.5983 0.7949 -2.2079
13 C -0.4324 -2.7984 -2.9027
14 C -1.1638 -2.7380 -1.6056
15 C -0.2283 -2.6894 -0.3878
16 O -1.9623 -1.5242 -1.5602
17 H -1.1244 -2.8910 -3.7407
18 H 0.2341 -3.6582 -2.9563
19 H 0.1374 -1.8688 -2.9797
20 H -1.8424 -3.5821 -1.4364
21 H -0.8026 -2.6396 0.5355
22 H 0.4222 -1.8185 -0.4739
23 H 0.4221 -3.5654 -0.3964
24 H -2.7345 -1.7257 -1.0253
25 C -3.8511 1.7463 -2.5562
26 C -2.5488 1.5686 -3.3751
27 C -1.3087 1.9807 -2.5827
28 O -2.4710 0.2295 -3.8105
29 H -3.7910 2.6552 -1.9531
30 H -4.0143 0.9159 -1.8687
31 H -4.7091 1.8373 -3.2209
32 H -2.6142 2.1716 -4.2825
33 H -1.2376 1.3205 -1.7071
34 H -1.1831 3.0162 -2.2784
35 H -0.3892 1.6377 -3.0740
36 H -2.3766 -0.3240 -3.0212
37 C -2.4432 -1.2631 4.6255
38 C -2.7484 -2.0527 3.3779
39 C -4.1863 -2.5822 3.3286
40 O -2.4895 -1.2274 2.2025
41 H -1.5332 -0.6718 4.5256
42 H -2.4165 -1.8860 5.5188
43 H -3.2192 -0.5106 4.8004
44 H -2.1455 -2.9564 3.2099
45 H -4.9380 -1.7905 3.3803
46 H -4.3101 -3.1062 4.2852
47 H -4.3696 -3.2856 2.5195
48 H -3.2823 -1.3165 1.6698
49 O -0.6112 0.3477 0.8362
50 H -0.6584 0.0403 -0.0780
51 H -1.1781 -0.2728 1.3379
52 C -2.3663 3.1865 2.9532
53 C -2.1663 3.8666 1.6039
54 C -0.7627 4.4465 1.4217
55 O -0.7387 5.1011 0.1693
56 C 0.5733 5.4129 -0.2157
57 N -2.4449 2.7996 0.5888
58 H -2.1674 3.9248 3.7517
59 H -1.5940 2.4384 3.1360
60 H -3.3927 2.8982 3.1526
61 H -2.9357 4.6223 1.4301
62 H -0.0711 3.5981 1.4633
63 H -0.5586 5.1300 2.2527
64 H 0.5899 5.7004 -1.2662
65 H 1.2882 4.5832 -0.1067
66 H 1.0087 6.2030 0.4140
67 H -2.1867 3.2419 -0.2990
68 H -1.6387 2.1726 0.7008
69 C 4.2565 -4.0544 -1.0259
70 C 4.3877 -2.5742 -0.6187
71 C 3.9131 -2.3593 0.8200
72 O 2.5203 -2.4551 0.8714
73 C 2.0157 -2.2173 2.1639
74 N 5.6820 -1.9679 -0.8459
75 H 3.2439 -4.3421 -1.3146
76 H 4.4982 -4.6754 -0.1548
77 H 4.9015 -4.3412 -1.8575
78 H 3.6142 -2.1195 -1.2492
79 H 4.3066 -1.4098 1.2037
80 H 4.3808 -3.1221 1.4662
81 H 2.2472 -3.0613 2.8200
82 H 0.9439 -2.0346 2.1536
83 H 2.4680 -1.3158 2.5907
84 H 6.4346 -2.5004 -0.4171
85 H 5.8683 -2.0388 -1.8429

## Properties
LUMO   0.25 eV
Max |F|   2.29 eV/A
Relative energy (zero: lowest compared OMol25 entry of this formula, charge and spin)   0.0 kcal/mol
SMILES   COC[C@H](C)N.COC[C@H](C)N.CC(C)O.CC(C)O.CC(C)O.CC(C)O.O

No. 4
This record from OMol25 describes a molecular structure, C20H56N4O6 at a distorted geometry. The level of theory is wB97M-V/def2-TZVPD.

Cartesian coordinates (Å):
1 C -3.1698 3.1667 -4.6488
2 C -3.0557 1.8626 -5.4207
3 C -2.2199 0.8275 -4.6804
4 O -0.8880 1.3009 -4.5261
5 C -0.0306 0.2971 -3.9607
6 N -4.4058 1.4557 -5.6048
7 H -2.1597 3.5544 -4.5168
8 H -3.5709 2.9987 -3.6493
9 H -3.7328 3.8886 -5.2404
10 H -2.5433 2.0493 -6.3645
11 H -2.1981 0.0127 -5.4041
12 H -2.6686 0.4668 -3.7549
13 H 0.1697 -0.4857 -4.6923
14 H -0.4169 -0.1147 -3.0283
15 H 0.9749 0.6603 -3.7483
16 H -4.3739 0.5670 -6.0837
17 H -4.8188 1.2314 -4.7108
18 C 4.3107 -1.5335 0.1615
19 C 3.0567 -0.9478 0.8802
20 C 2.4704 -1.8983 1.9602
21 O 2.2952 -3.2205 1.3749
22 C 1.6242 -4.0755 2.3046
23 N 3.3699 0.3408 1.4182
24 H 5.0173 -0.8026 -0.2316
25 H 3.9397 -2.1452 -0.6609
26 H 4.9251 -2.1514 0.8163
27 H 2.2615 -0.7452 0.1629
28 H 1.5244 -1.4391 2.2472
29 H 3.1285 -2.0484 2.8161
30 H 1.5853 -5.1007 1.9364
31 H 0.5731 -3.7960 2.3772
32 H 1.9463 -4.0686 3.3459
33 H 2.5611 0.9446 1.4567
34 H 4.0142 0.7689 0.7689
35 C 0.9886 2.7258 2.3250
36 C 0.8727 1.7401 1.1657
37 C 1.1548 2.3055 -0.2227
38 O -0.0035 3.0143 -0.5598
39 C -0.0749 3.3236 -1.8999
40 N 1.5852 0.4974 1.4233
41 H 0.6611 2.3182 3.2813
42 H 0.4783 3.6648 2.1105
43 H 2.0199 3.0685 2.4099
44 H -0.1965 1.5318 1.1282
45 H 1.1912 1.4771 -0.9302
46 H 2.0922 2.8520 -0.3266
47 H 0.8457 3.7840 -2.2587
48 H -0.9051 4.0190 -2.0235
49 H -0.2419 2.4642 -2.5491
50 H 1.1544 -0.1736 0.8035
51 H 1.2375 0.2697 2.3438
52 C -2.1985 0.8379 3.9759
53 C -1.4964 0.2599 2.7870
54 C -0.0919 -0.2953 3.2356
55 O 0.9190 0.7515 3.4138
56 C 2.1268 0.2782 4.0171
57 N -2.3970 -0.7732 2.2654
58 H -3.0806 1.3265 3.5622
59 H -1.6408 1.6705 4.4047
60 H -2.3409 0.2027 4.8501
61 H -1.4375 1.0257 2.0136
62 H 0.2733 -1.0347 2.5229
63 H -0.2109 -0.9020 4.1332
64 H 2.6742 -0.2770 3.2554
65 H 1.9710 -0.3009 4.9273
66 H 2.6484 1.2185 4.1956
67 H -2.5009 -1.5028 2.9561
68 H -2.0246 -1.1400 1.4012
69 C -0.0194 -3.3969 -0.9480
70 C -1.2052 -3.2917 0.0319
71 O -0.9208 -2.2958 0.9834
72 H 0.2207 -2.4388 -1.4089
73 H -0.2832 -4.0859 -1.7503
74 H 0.9487 -3.5974 -0.4890
75 H -1.2981 -4.2562 0.5311
76 H -2.1200 -3.0688 -0.5173
77 H -1.4049 -2.4721 1.7934
78 C -1.4424 -0.5118 -1.2706
79 C -0.5875 0.0965 -0.2050
80 O 0.5959 -0.6410 0.0092
81 H -2.2828 0.1818 -1.2964
82 H -1.7970 -1.5271 -1.0932
83 H -0.9192 -0.5106 -2.2268
84 H -1.0795 0.1640 0.7653
85 H -0.3385 1.1186 -0.4901
86 H 0.3851 -1.5156 0.3441

## Properties
LUMO   0.13 eV
Max |F|   15.72 eV/A
Relative energy (zero: lowest compared OMol25 entry of this formula, charge and spin)   456.8 kcal/mol

No. 5
This record from OMol25 describes 5 unconnected molecules or ions with the total composition C20H57N11O6P3 at a distorted geometry. The level of theory is wB97M-V/def2-TZVPD.

Cartesian coordinates (Å):
1 N 3.5431 15.5428 25.0775
2 O 2.7718 15.2422 24.2160
3 O 4.2052 14.7239 25.6687
4 O 3.6540 16.7103 25.3077
5 O -0.1160 17.4683 25.1884
6 P -1.0229 16.9349 26.2913
7 N -0.4217 15.8009 27.4671
8 C 0.1575 14.5908 26.8903
9 C 0.5300 16.4108 28.4670
10 N -2.4879 16.2760 25.6775
11 C -3.1504 16.9887 24.6648
12 C -3.3278 15.3775 26.5389
13 N -1.5952 18.2510 27.3088
14 C -2.6311 18.0936 28.2991
15 C -1.6074 19.6071 26.7400
16 H 1.0525 14.8042 26.3059
17 H -0.6184 14.1310 26.2782
18 H 0.4822 13.9759 27.7296
19 H 0.8756 15.7215 29.2373
20 H 0.1739 17.2326 29.0883
21 H 1.4100 16.7704 27.9336
22 H -3.7404 16.3116 24.0472
23 H -3.7814 17.7785 25.0725
24 H -2.3996 17.2704 23.9265
25 H -3.9301 14.8165 25.8243
26 H -2.7296 14.6545 27.0935
27 H -3.9977 15.9262 27.2009
28 H -2.5680 18.8111 29.1171
29 H -3.6087 18.2061 27.8302
30 H -2.5548 17.0818 28.6974
31 H -1.6032 20.3423 27.5448
32 H -2.5639 19.7455 26.2360
33 H -0.7525 19.7053 26.0710
34 O 4.4959 19.5683 24.3370
35 P 5.8149 19.9588 24.9648
36 N 6.5271 21.2875 24.1594
37 C 7.8503 21.8161 24.5702
38 C 5.7084 22.1319 23.2402
39 N 7.0627 18.8001 24.7953
40 C 8.2013 18.7672 25.7235
41 C 6.7261 17.4736 24.2746
42 N 5.6836 20.4207 26.6305
43 C 4.9917 21.6746 26.8827
44 C 5.2805 19.3926 27.5949
45 H 7.9822 22.5562 23.7810
46 H 8.7103 21.1523 24.4820
47 H 7.8544 22.2991 25.5474
48 H 5.7709 23.1557 23.6090
49 H 4.6715 21.8205 23.1140
50 H 6.1618 22.0976 22.2496
51 H 9.1482 18.6094 25.2071
52 H 8.3337 19.6474 26.3526
53 H 7.9964 18.0177 26.4879
54 H 7.5608 16.9991 23.7587
55 H 6.4941 16.8787 25.1580
56 H 5.9484 17.5479 23.5145
57 H 5.4464 22.4767 26.3013
58 H 3.9696 21.7100 26.5054
59 H 4.9314 21.9286 27.9410
60 H 5.3594 19.7325 28.6275
61 H 5.9765 18.5598 27.4949
62 H 4.3474 18.8944 27.3319
63 O 4.1250 17.1491 21.4051
64 P 5.3315 16.8167 20.6176
65 N 4.9809 16.2372 18.9985
66 C 4.8326 14.8040 18.6706
67 C 4.2256 17.1671 18.0492
68 N 6.3690 15.5868 21.2294
69 C 7.6531 15.1925 20.6056
70 C 5.8923 14.6410 22.2425
71 N 6.4366 18.0877 20.3873
72 C 7.2175 18.3275 19.1858
73 C 6.2886 19.3651 21.1604
74 H 3.8374 14.4955 18.3502
75 H 5.0627 14.2144 19.5581
76 H 5.5579 14.4774 17.9254
77 H 4.3217 16.9116 16.9939
78 H 4.5875 18.1927 18.1223
79 H 3.1548 17.1258 18.2485
80 H 7.4250 14.6756 19.6735
81 H 8.0860 16.0885 20.1609
82 H 8.4124 14.7600 21.2572
83 H 4.8092 14.6583 22.3632
84 H 6.2719 13.6396 22.0393
85 H 6.3444 14.9994 23.1673
86 H 6.5497 18.9968 18.6434
87 H 8.2252 18.7172 19.3295
88 H 7.3140 17.4851 18.5007
89 H 5.3907 19.8804 20.8194
90 H 7.0660 20.1161 21.0199
91 H 6.2312 19.0767 22.2100
92 C 3.0923 11.5714 23.9108
93 C 4.1075 11.1395 22.8624
94 N 4.8247 10.7861 22.0355
95 H 3.3127 12.5483 24.3410
96 H 2.9919 10.8271 24.7007
97 H 2.1099 11.6365 23.4432

## Properties
LUMO   2.63 eV
Charge   -1
Max |F|   5.12 eV/A

The total energy results, record by record, are as follows: -2491.59719 -3438.08148 -1431.72934 -1465.26455 -2874.03112 Eh.